[1]
The following is a quantum chemistry calculation of a structure of composition C24H23ClN5O3PtS3Sb, from the OMol25 dataset.

```
61
Properties=species:S:1:pos:R:3:nbo_charge:R:1
Pt 1.009 1.211 -0.087 1.04
S 3.894 3.494 2.889 -0.76
Sb 1.566 3.520 2.714 0.96
S 1.297 1.122 2.447 -0.44
S 1.296 3.729 0.149 0.19
C 5.784 4.430 -0.295 -0.13
C 6.145 3.333 0.480 -0.20
C 5.353 2.207 0.519 -0.14
C 4.152 2.173 -0.218 0.13
C 3.790 3.288 -0.994 -0.23
C 4.614 4.397 -1.040 -0.20
N 3.341 1.090 -0.235 -0.16
N 3.757 -0.092 0.051 -0.19
C 2.940 -1.117 -0.159 0.31
C 3.414 -2.439 -0.030 -0.19
C 2.614 -3.470 -0.442 -0.14
C 1.349 -3.190 -0.976 -0.22
C 0.914 -1.883 -1.006 0.07
N 1.665 -0.874 -0.587 -0.50
H 6.424 5.297 -0.325 0.23
H 7.054 3.359 1.062 0.23
H 5.626 1.344 1.101 0.25
H 2.943 3.201 -1.661 0.24
H 4.347 5.237 -1.663 0.23
H 4.401 -2.597 0.366 0.25
H 2.960 -4.490 -0.389 0.24
H 0.726 -3.977 -1.363 0.24
H -0.068 -1.629 -1.387 0.22
C -4.012 -3.305 1.243 -0.42
N -2.769 -2.586 1.206 -0.17
N -2.528 -1.539 0.355 -0.24
C -1.421 -0.839 0.806 0.60
O -1.042 0.221 0.264 -0.76
C -0.949 -1.555 1.934 -0.42
C -1.813 -2.596 2.163 0.27
C -1.814 -3.601 3.251 -0.66
C -3.224 -1.334 -0.854 0.18
C -3.647 -2.424 -1.610 -0.25
C -4.336 -2.215 -2.790 -0.20
C -4.577 -0.927 -3.240 -0.20
C -4.116 0.155 -2.510 -0.18
C -3.446 -0.040 -1.315 -0.23
H -4.786 -2.724 0.745 0.24
H -4.314 -3.454 2.278 0.23
H -3.923 -4.277 0.753 0.21
H -0.080 -1.299 2.500 0.25
H -0.854 -3.602 3.760 0.25
H -2.018 -4.600 2.868 0.24
H -2.583 -3.359 3.986 0.24
H -3.413 -3.430 -1.297 0.21
H -4.673 -3.064 -3.364 0.23
H -5.107 -0.767 -4.165 0.23
H -4.286 1.159 -2.867 0.23
H -3.063 0.799 -0.761 0.23
Cl -3.555 3.740 -1.688 -0.01
C -2.662 3.632 -0.154 -0.48
C -1.211 3.289 -0.413 0.80
O -0.411 3.953 0.417 -0.63
O -0.809 2.501 -1.234 -0.61
H -3.109 2.832 0.439 0.25
H -2.756 4.582 0.371 0.26
```

## Properties
2S+1 = 2
highest occupied orbital energy (alpha / beta) = -9.82 / -9.90 eV
HOMO-LUMO gap (alpha / beta) = 4.37 / 4.88 eV
relative energy (zero: lowest compared OMol25 entry of this formula, charge and spin) = 14.2 kJ/mol
total charge = +1

***

[2]
The following is a quantum chemistry calculation of a structure of composition C18H30As4CrF24N5O5, from the OMol25 dataset.

```
87
Properties=species:S:1:pos:R:3:mulliken_spin:R:1
Cr 0.353 -2.453 -1.775 3.90
N 1.536 -0.984 0.216 -0.03
O 0.945 -0.552 -0.784 0.00
O 1.447 -2.178 0.109 -0.01
O 2.138 -0.371 1.051 0.02
C 0.393 3.600 -3.542 0.00
C 1.095 2.984 -2.411 0.00
O 0.676 3.142 -1.278 0.00
N 2.448 2.354 -2.766 0.00
H 2.363 1.532 -3.348 0.00
H 3.049 2.963 -3.302 0.00
C 3.219 1.948 -1.505 0.00
H 0.839 3.325 -4.498 0.00
H 0.492 4.685 -3.504 0.00
H -0.639 3.252 -3.519 0.00
H 4.082 1.376 -1.847 0.00
H 2.541 1.398 -0.853 0.00
H 3.647 2.827 -1.024 0.00
C -0.201 -1.942 4.651 0.00
C 0.343 -3.353 5.056 0.00
O -0.314 -4.059 5.863 0.00
N 1.619 -3.948 4.475 0.00
H 2.225 -3.140 4.477 0.00
H 1.987 -4.547 5.202 0.00
C 1.263 -4.692 3.165 0.00
H -0.297 -1.723 3.588 0.00
H 0.362 -1.140 5.128 0.00
H -1.183 -1.770 5.091 0.00
H 0.380 -5.323 3.264 0.00
H 2.144 -5.331 3.110 0.00
H 1.155 -3.940 2.383 0.00
C -5.208 2.783 -2.653 0.00
N -4.228 2.873 -1.502 0.00
C -3.968 1.920 -0.589 0.00
C -2.975 1.939 0.395 0.00
C -2.198 3.122 0.520 0.00
C -2.470 4.125 -0.346 0.00
C -3.477 4.014 -1.349 0.00
C -1.162 3.077 1.523 0.00
C -1.022 4.176 2.402 0.00
C -0.004 4.208 3.354 0.00
N 0.810 3.154 3.495 0.00
C 0.816 2.082 2.622 0.00
C -0.277 1.987 1.708 0.00
C 1.858 3.217 4.642 0.00
H -5.942 1.996 -2.478 0.00
H -4.528 2.701 -3.501 0.00
H -5.726 3.721 -2.850 0.00
H -4.601 1.045 -0.614 0.00
H -2.925 1.117 1.093 0.00
H -1.874 5.025 -0.367 0.00
H -3.667 4.836 -2.023 0.00
H -1.755 4.967 2.346 0.00
H 0.099 4.940 4.141 0.00
H 1.574 1.341 2.829 0.00
H -0.269 1.099 1.093 0.00
H 1.348 3.331 5.599 0.00
H 2.508 4.090 4.588 0.00
H 2.384 2.268 4.534 0.00
As -1.789 0.134 -3.601 0.01
F -1.223 -1.259 -2.454 -0.01
F -0.161 0.309 -4.290 0.00
F -2.339 1.360 -4.676 0.00
F -3.521 -0.130 -3.155 0.00
F -1.462 1.127 -2.251 0.00
F -2.062 -1.127 -4.898 0.00
As 1.680 -5.899 -0.688 0.00
F 2.683 -5.815 -2.254 0.00
F 0.608 -7.204 -1.407 0.00
F 0.712 -5.827 0.741 0.00
F 2.728 -4.734 0.161 0.00
F 0.767 -4.429 -1.314 0.01
F 2.708 -7.190 -0.030 0.00
As -2.539 -2.247 0.639 0.01
F -1.232 -2.773 -0.549 0.02
F -3.111 -1.061 -0.490 0.00
F -3.740 -1.687 1.853 0.00
F -2.016 -3.509 1.833 0.00
F -1.368 -1.213 1.441 0.00
F -3.841 -3.342 0.057 0.00
As 3.629 -1.811 -3.449 0.01
F 5.337 -1.437 -3.904 0.00
F 3.079 -1.922 -5.195 0.00
F 1.835 -2.038 -3.014 0.03
F 4.110 -1.757 -1.689 0.00
F 3.311 -0.025 -3.512 0.00
F 3.989 -3.590 -3.386 0.00
```

## Properties
2S+1 = 5
highest occupied orbital energy (alpha / beta) = -9.95 / -12.38 eV
HOMO-LUMO gap (alpha / beta) = 4.48 / 6.90 eV
relative energy (zero: lowest compared OMol25 entry of this formula, charge and spin) = 361.6 kJ/mol
total charge = +1

***

[3]
The following is a quantum chemistry calculation of a structure of composition C24H60N4O12SSn3, from the OMol25 dataset.

```
104
Properties=species:S:1:pos:R:3:mulliken_charge:R:1
Sn 0.961 -1.383 -2.114 0.91
Sn 1.612 -1.728 4.033 1.44
Sn -4.034 -0.710 -0.165 1.40
S -0.001 -0.977 1.085 0.55
O -1.153 -1.076 0.169 -0.56
O -0.415 -0.568 2.433 -0.66
O 0.744 -2.219 1.269 -0.57
O 0.877 -0.009 0.426 -0.44
C 1.023 -4.782 -0.766 -0.89
O 1.922 -4.108 -1.664 -0.06
C 3.272 -4.251 -1.260 -0.78
C 4.003 -3.189 -2.042 -0.25
N 3.496 -1.848 -1.738 -0.05
C 3.959 -0.726 -2.513 -0.74
C 3.145 0.547 -2.294 -0.89
O 1.720 0.461 -2.486 1.40
C 1.098 1.704 -2.487 -1.03
H 1.013 -4.394 0.253 0.24
H 1.198 -5.854 -0.650 0.37
H 0.024 -4.679 -1.190 0.26
H 3.652 -5.268 -1.343 0.46
H 3.444 -3.979 -0.212 0.39
H 3.902 -3.470 -3.089 -0.51
H 5.076 -3.226 -1.836 0.63
H 3.516 -1.635 -0.748 0.26
H 3.834 -0.957 -3.575 0.06
H 5.038 -0.562 -2.451 0.62
H 3.568 1.347 -2.904 0.51
H 3.299 0.902 -1.269 0.36
H 0.133 1.673 -2.985 0.06
H 1.596 2.612 -2.856 0.40
H 1.051 2.228 -1.519 0.13
C -1.555 1.512 -2.049 -0.64
O -1.231 0.552 -3.036 -0.27
C -1.507 0.845 -4.381 -0.77
C -0.157 0.760 -5.091 -0.93
N 0.329 -0.629 -5.039 -0.13
C 1.644 -0.752 -5.645 -0.60
C 2.195 -2.203 -5.690 -1.05
O 2.481 -2.718 -4.381 0.06
C 3.075 -4.036 -4.548 -1.07
H -1.463 2.550 -2.375 0.33
H -0.880 1.362 -1.208 0.03
H -2.607 1.358 -1.784 0.40
H -2.052 1.780 -4.501 0.38
H -2.066 -0.047 -4.678 0.38
H 0.546 1.348 -4.496 0.52
H -0.175 1.182 -6.098 0.61
H -0.342 -1.035 -5.689 0.33
H 2.332 -0.114 -5.089 0.10
H 1.672 -0.418 -6.686 0.48
H 3.159 -2.119 -6.203 0.45
H 1.663 -2.982 -6.238 0.60
H 2.929 -4.430 -5.552 0.63
H 2.541 -4.678 -3.848 0.18
H 4.138 -4.013 -4.311 0.34
C -7.157 -1.443 1.888 -0.93
O -5.796 -1.184 2.244 -0.23
C -5.592 -0.382 3.390 -0.60
C -4.129 -0.264 3.564 -1.03
N -3.513 0.229 2.339 0.58
C -3.435 1.648 2.156 -0.78
C -2.900 2.039 0.757 -0.28
O -3.870 1.836 -0.285 -0.20
C -4.784 2.963 -0.257 -0.87
H -7.772 -0.582 1.603 0.39
H -7.743 -1.930 2.668 0.35
H -7.341 -2.030 0.985 0.32
H -6.032 -0.676 4.343 0.49
H -6.010 0.591 3.118 0.30
H -3.730 -1.283 3.601 0.39
H -3.788 0.205 4.488 0.45
H -2.608 -0.157 2.104 -0.07
H -2.800 2.127 2.912 0.25
H -4.403 2.099 2.390 0.44
H -2.062 1.344 0.670 -0.32
H -2.461 3.036 0.793 0.69
H -4.234 3.891 -0.412 0.32
H -5.395 3.008 0.644 0.31
H -5.444 2.839 -1.115 0.33
C -0.670 -0.145 7.200 -0.80
O 0.265 0.117 6.111 -0.16
C 0.307 1.551 5.851 -0.87
C 1.141 1.936 4.614 -0.33
N 2.469 1.266 4.434 -0.16
C 3.109 1.673 3.131 0.09
C 3.321 3.150 3.030 -0.83
O 2.201 3.914 2.571 -0.31
C 1.883 3.985 1.209 -0.54
H -1.725 0.014 6.969 0.23
H -0.427 0.649 7.907 0.35
H -0.426 -1.157 7.507 0.31
H 0.644 2.227 6.642 0.50
H -0.717 1.899 5.691 0.40
H 1.216 3.025 4.647 0.46
H 0.482 1.780 3.757 0.07
H 3.120 1.658 5.109 0.32
H 2.545 1.423 2.228 -0.31
H 4.052 1.127 3.135 0.47
H 4.157 3.398 2.372 0.43
H 3.489 3.601 4.009 0.32
H 0.973 4.559 1.038 0.32
H 1.685 3.014 0.740 -0.02
H 2.664 4.463 0.611 0.39
```

## Properties
highest occupied orbital energy = -18.06 eV
HOMO-LUMO gap = 5.97 eV
relative energy (zero: lowest compared OMol25 entry of this formula, charge and spin) = 0.0 kJ/mol
total charge = +4